No. 1
A cluster of 2 separate species, C9H25BNO6PS in total in a non-equilibrium geometry, computed with ωB97M-V/def2-TZVPD.

Results
Largest force on an atom ... 1.48 eV/A
Total charge ... 0
2S+1 ... 1
HOMO ... -9.0387 eV
SMILES ... CN(C)B(O)O[P@@](=O)(O)OCCCS.CCOCC

Element x y z (Å)
O1 1.35081 -0.47087 -3.32110
H1 2.94298 4.55139 3.68206
H2 4.18381 -1.78310 -0.66114
H3 -2.74972 -3.79886 -1.58823
H4 2.14551 -0.33962 0.82329
H5 -0.49970 3.19610 3.22985
C1 -0.65224 3.71066 1.13325
H6 -4.10653 0.97986 0.49842
H7 1.18389 4.60728 3.69938
S1 -4.42534 0.37240 -0.64040
H8 -2.46117 -0.95480 -0.17260
H9 -3.97726 -1.76831 0.25640
H10 3.09338 -3.00164 -1.27513
H11 1.99721 3.88546 1.44326
H12 0.61090 -0.92943 0.25150
C2 3.15479 -2.11965 -0.64992
H13 -1.71406 3.95456 1.15073
H14 2.01725 3.24393 4.44313
H15 -2.44118 -3.07436 -3.15299
H16 -3.45151 -1.03323 -2.59337
C3 1.51034 -0.40026 -0.04644
O2 0.47646 -3.74376 -0.43434
C4 2.04304 3.94147 3.60542
H17 2.91271 -2.38964 0.36818
H18 1.25485 0.60890 -0.34322
H19 2.95974 2.61984 2.18566
P1 -0.04155 -3.45537 -1.89522
B1 1.54979 -1.39009 -2.33396
H20 -0.09858 4.64574 1.22833
C5 -3.46992 -1.17068 -0.48327
N1 2.27939 -1.03894 -1.13122
O3 1.10405 -2.69726 -2.65879
C6 -0.31445 2.73761 2.25160
H21 0.90305 0.32091 -3.00523
O4 0.99886 2.22623 2.18323
C7 2.03422 3.18660 2.28671
O5 -0.43685 -4.65008 -2.60378
H22 -0.40998 3.27600 0.16289
C8 -3.52882 -1.81864 -1.85152
O6 -1.18126 -2.41421 -1.66356
C9 -2.49409 -2.87970 -2.09430
H23 -0.96199 1.86330 2.18723
H24 -4.51357 -2.25133 -1.96609
H25 1.22279 -4.35445 -0.50470

Atoms 1-2, force components in eV/Å:
O -1.1 0.1 -0.1
H 0.0 0.0 0.0



No. 2
A structure of composition C9H25IN2Sn in a non-equilibrium geometry, computed with ωB97M-V/def2-TZVPD.

Results
Largest force on an atom ... 2.82 eV/A
Total charge ... +2
Energy above the lowest of the compared OMol25 structures with the same formula, charge and spin ... 0.0 kJ/mol
2S+1 ... 1
HOMO ... -16.0978 eV

Element x y z (Å)
Sn1 0.00000 0.00000 0.00000
H1 0.91230 0.97390 -4.90540
H2 -2.13600 2.57770 0.78750
H3 -0.45770 0.73430 -5.99820
H4 -1.31090 0.43720 3.61950
C1 -2.18680 1.65710 1.41030
H5 2.64170 0.13330 1.58960
H6 1.11930 1.79100 2.14870
N1 0.93630 -1.16170 1.54730
H7 -2.89080 0.92690 0.95990
C2 0.68750 -2.62330 1.47580
C3 0.39480 -0.67910 2.85030
N2 -0.84900 1.05750 1.61330
C4 0.07990 2.14370 2.01280
H8 1.57140 -1.50260 -5.34570
H9 1.08170 0.03430 3.35040
H10 -1.69640 -0.75040 2.32760
H11 -0.13860 1.83300 -1.79940
C5 0.55020 0.38200 -5.75330
H12 0.14170 2.91880 1.21930
C6 -0.95430 0.01700 2.65140
H13 1.19610 0.60000 -6.61080
C7 -0.88830 1.10230 -1.46850
H14 -1.74510 1.60410 -1.00000
C8 2.39760 -0.94600 1.50120
H15 1.19960 -3.08730 0.60890
H16 0.04430 -1.31150 -4.47380
H17 2.90280 -1.48240 2.33730
H18 0.03490 -1.69030 -6.20150
H19 -0.40410 -2.83590 1.44830
H20 1.10740 -3.15050 2.36180
I1 -0.39940 -2.13060 -1.40240
H21 2.81630 -1.30930 0.53930
H22 -1.23050 0.51960 -2.32340
H23 0.26750 -1.49040 3.60580
H24 -2.61100 2.00940 2.37760
H25 -0.24850 2.62560 2.96090
C9 0.55020 -1.11420 -5.42530

Atoms 1-2, force components in eV/Å:
Sn -0.6 -1.8 -1.4
H 0.0 0.0 -0.1



No. 3
A structure of composition C9H25INiP2 in a non-equilibrium geometry, computed with ωB97M-V/def2-TZVPD.

Results
Largest force on an atom ... 4.03 eV/A
Total charge ... 0
Energy above the lowest of the compared OMol25 structures with the same formula, charge and spin ... 346.5 kJ/mol
2S+1 ... 3
HOMO (spin up / spin down) ... -7.0726 / -7.6847 eV

Element x y z (Å)
C1 0.97414 -0.91635 2.87644
H1 0.33554 -1.41565 -4.66556
H2 -0.00296 1.39835 3.50924
H3 -0.07866 -0.99975 3.17904
C2 0.84144 -1.21835 -5.61706
H4 1.86264 -1.60675 -5.53746
H5 -3.55566 -1.19375 2.19974
H6 -0.51186 1.99405 0.57514
H7 -1.76246 2.20015 1.80454
H8 -0.16646 0.63015 -6.18996
H9 1.20354 0.86975 -5.09716
H10 -0.93926 0.41545 -2.51516
H11 0.32614 -1.79445 -6.39326
H12 3.18764 2.15385 2.43264
H13 0.15264 1.72885 -1.99116
P1 -1.44666 -0.21825 1.20734
H14 -2.50956 -0.29975 3.38274
H15 1.36234 -0.70075 3.89764
C3 -1.41316 -2.07545 1.39134
P2 1.49934 0.49525 1.75414
H16 1.48734 0.49585 -6.80256
H17 3.72114 0.44515 2.74154
C4 -2.89276 -0.31405 2.33794
H18 -1.66506 -2.46305 2.40444
H19 -1.45386 1.49995 -1.19176
C5 -0.92066 1.55175 1.49134
C6 -0.59706 0.99815 -1.66026
Ni1 0.29124 -0.10415 -0.19176
C7 0.27334 1.64075 2.45944
H20 0.65214 2.68385 2.42384
C8 0.84144 0.27785 -5.94506
H21 -1.97626 -2.62605 0.61924
C9 2.86724 1.15655 2.77924
H22 -0.35536 -2.38655 1.25994
I1 -0.10816 -2.23475 -1.59416
H23 -3.51846 0.59085 2.20344
H24 2.56274 1.22875 3.84974
H25 1.43224 -1.88755 2.61214

Atoms 1-2, force components in eV/Å:
C 1.3 -0.3 1.7
H 0.1 0.0 -0.2



No. 4
A cluster of 3 separate species, C9H26B2IO9S2 in total, computed with ωB97M-V/def2-TZVPD.

Results
Largest force on an atom ... 0.85 eV/A
Total charge ... -1
Energy above the lowest of the compared OMol25 structures with the same formula, charge and spin ... 0.0 kJ/mol
2S+1 ... 1
HOMO ... -3.8932 eV

Element x y z (Å)
H1 7.76230 1.78074 5.76106
B1 7.90728 0.43132 4.44259
O1 -5.51400 0.09656 -3.01656
H2 -8.74337 -1.62950 -1.04559
H3 -6.31448 -1.85206 -0.42181
O2 6.00068 -1.45902 4.26430
C1 -1.73484 -0.13691 -1.72114
H4 -1.50364 1.56577 -0.39997
C2 -6.71967 -2.31501 -1.32122
H5 3.16457 1.16192 0.97270
C3 3.97240 0.43284 0.94630
H6 3.00837 -0.61629 -1.78477
O3 8.47399 1.41182 5.22953
H7 5.57832 0.53927 5.27177
O4 -7.52464 -0.25606 -4.40991
C4 -7.95364 -1.57455 -1.79171
C5 -7.26474 2.02064 -3.13655
H8 2.09315 0.03077 -3.17545
H9 1.87650 -1.68098 -2.67595
H10 4.62348 -1.10137 2.31682
H11 -6.69071 2.50531 -3.92318
H12 -1.82961 -0.87049 -0.91895
B2 6.22118 0.05396 4.31659
O5 8.84556 -0.24883 3.65901
S1 -6.90878 0.30296 -3.24582
H13 6.47569 -1.83432 5.00490
O6 -7.72952 -0.15443 -1.96629
O7 1.03305 1.17376 -0.82170
H14 -6.98005 -3.35014 -1.09940
C6 2.07563 -0.66671 -2.34274
S2 0.80922 -0.17508 -1.22844
H15 -3.15659 1.26396 -0.95336
C7 4.41564 -0.03099 2.35347
C8 -2.10710 1.25296 -1.25024
H16 8.52841 -1.14958 3.54659
H17 -5.93822 -2.31282 -2.07884
H18 3.59419 0.16364 3.04902
H19 -6.94804 2.37905 -2.16113
H20 -8.32959 2.16966 -3.28884
H21 -1.95705 1.97973 -2.04879
H22 3.71153 -0.41798 0.31024
C9 5.65811 0.65512 2.89060
I1 5.30447 2.78308 3.09326
H23 6.43737 0.59864 2.12258
H24 -2.38565 -0.44976 -2.53539
H25 -8.34436 -1.98877 -2.72202
H26 4.82303 0.92643 0.45994
O8 -0.40043 -0.21034 -2.27052
O9 0.58460 -1.19793 -0.25500

Atoms 1-2, force components in eV/Å:
H 0.0 0.1 -0.1
B -0.3 -0.2 -0.3